Record 1
# C87H186N10O11

A cluster of 10 separate species, C87H186N10O11 in total in a non-equilibrium geometry (ωB97M-V/def2-TZVPD, the Open Molecules 2025 dataset).

Geometry (Å):
C  -3.330  1.568  8.957
C  -2.030  1.657  9.738
C  -2.109  0.412  10.705
C  -0.759  0.225  11.398
C  0.331  -0.008  10.306
C  0.531  1.095  9.269
N  -0.829  1.513  8.846
O  -0.829  2.420  7.774
C  1.254  2.281  9.884
C  1.287  0.442  8.101
C  -2.064  2.966  10.566
H  -4.193  1.539  9.622
H  -3.291  0.684  8.321
H  -3.525  2.448  8.344
H  -2.827  0.635  11.494
H  -2.479  -0.487  10.212
H  -0.795  -0.700  11.973
H  -0.456  0.997  12.106
H  -0.108  -0.853  9.777
H  1.284  -0.244  10.780
H  0.954  2.382  10.927
H  2.335  2.147  9.855
H  1.074  3.248  9.415
H  0.733  -0.364  7.619
H  1.430  1.214  7.345
H  2.226  -0.044  8.365
H  -1.859  3.743  9.829
H  -1.237  3.078  11.268
H  -3.068  3.213  10.910
H  -1.104  1.935  6.992
C  4.469  6.062  -4.896
C  5.168  6.297  -3.552
C  6.307  5.229  -3.533
C  7.382  5.508  -2.551
C  7.991  6.903  -2.750
C  6.979  8.054  -2.729
N  5.830  7.671  -3.665
O  4.907  8.662  -3.877
C  6.604  8.350  -1.282
C  7.633  9.329  -3.256
C  4.284  6.172  -2.339
H  4.215  5.036  -5.163
H  4.896  6.510  -5.793
H  3.534  6.620  -4.933
H  5.880  4.238  -3.381
H  6.782  5.249  -4.514
H  8.200  4.788  -2.560
H  7.168  5.474  -1.483
H  8.523  6.861  -3.701
H  8.709  7.084  -1.950
H  6.367  7.494  -0.650
H  7.362  9.003  -0.850
H  5.756  9.021  -1.145
H  7.290  10.304  -2.911
H  8.678  9.264  -2.952
H  7.859  9.369  -4.321
H  3.511  6.941  -2.341
H  4.841  6.139  -1.403
H  3.841  5.176  -2.356
H  5.148  8.962  -4.757
C  -7.272  -1.977  -3.221
C  -7.492  -3.502  -2.812
C  -7.594  -4.356  -4.103
C  -6.242  -4.622  -4.784
C  -5.449  -5.392  -3.689
C  -5.134  -4.504  -2.483
N  -6.417  -4.012  -1.918
O  -6.185  -3.182  -0.793
C  -4.532  -5.565  -1.525
C  -4.110  -3.490  -2.921
C  -8.825  -3.829  -2.034
H  -8.048  -1.533  -3.845
H  -6.319  -1.827  -3.728
H  -7.151  -1.344  -2.342
H  -8.012  -5.330  -3.849
H  -8.241  -3.933  -4.872
H  -5.765  -3.710  -5.146
H  -6.228  -5.171  -5.726
H  -4.525  -5.704  -4.176
H  -5.916  -6.333  -3.397
H  -5.228  -6.353  -1.234
H  -3.637  -5.954  -2.010
H  -4.202  -5.118  -0.587
H  -4.268  -3.017  -3.890
H  -4.005  -2.652  -2.232
H  -3.071  -3.792  -3.054
H  -9.056  -4.894  -1.997
H  -9.576  -3.228  -2.548
H  -8.812  -3.502  -0.995
H  -6.713  -3.642  -0.137
C  8.965  -0.594  -6.799
C  9.636  -1.909  -7.400
C  8.649  -3.052  -7.007
C  7.386  -3.197  -7.820
C  7.837  -3.331  -9.218
C  8.653  -2.141  -9.791
N  9.845  -1.957  -8.877
O  10.734  -1.077  -9.353
C  9.147  -2.587  -11.170
C  7.847  -0.849  -10.005
C  10.951  -2.317  -6.656
H  9.002  -0.609  -5.710
H  7.907  -0.483  -7.039
H  9.449  0.308  -7.171
H  9.202  -3.991  -6.998
H  8.351  -2.922  -5.966
H  6.707  -2.383  -7.566
H  6.779  -4.038  -7.484
H  7.018  -3.437  -9.930
H  8.442  -4.238  -9.214
H  9.619  -3.569  -11.226
H  8.313  -2.759  -11.849
H  9.761  -1.827  -11.652
H  7.356  -0.422  -9.130
H  8.486  -0.094  -10.462
H  7.020  -1.103  -10.668
H  11.745  -1.595  -6.844
H  11.341  -3.286  -6.967
H  10.823  -2.316  -5.573
H  11.413  -1.597  -9.790
C  -8.148  -3.346  7.006
C  -7.394  -4.460  6.164
C  -6.242  -3.675  5.568
C  -5.014  -4.409  5.216
C  -4.610  -5.441  6.340
C  -5.830  -6.412  6.677
N  -7.032  -5.603  7.006
O  -8.060  -6.370  7.529
C  -5.975  -7.409  5.526
C  -5.492  -7.176  7.973
C  -8.364  -4.932  5.043
H  -7.542  -3.254  7.907
H  -9.140  -3.539  7.415
H  -8.333  -2.380  6.536
H  -6.462  -3.361  4.548
H  -6.018  -2.762  6.119
H  -4.162  -3.733  5.149
H  -5.028  -4.946  4.267
H  -4.474  -4.771  7.189
H  -3.635  -5.850  6.075
H  -6.316  -7.050  4.555
H  -5.091  -8.038  5.425
H  -6.785  -8.097  5.770
H  -6.308  -7.737  8.431
H  -4.751  -7.937  7.729
H  -5.118  -6.482  8.725
H  -8.602  -4.117  4.359
H  -9.248  -5.423  5.451
H  -7.992  -5.778  4.464
H  -8.226  -5.977  8.389
C  -0.419  13.697  2.143
C  -0.506  12.225  2.586
C  0.253  11.352  1.520
C  0.551  9.926  2.061
C  1.423  10.063  3.288
C  0.632  10.850  4.452
N  0.086  12.134  3.903
O  -0.378  13.013  4.883
C  -0.440  9.915  4.975
C  1.807  11.177  5.438
C  -2.029  11.850  2.567
H  0.601  14.082  2.127
H  -0.845  14.330  2.922
H  -0.946  13.915  1.215
H  -0.446  11.111  0.719
H  0.911  11.838  0.799
H  1.162  9.486  1.273
H  -0.304  9.262  2.191
H  2.313  10.570  2.916
H  1.711  9.095  3.697
H  -1.192  9.641  4.235
H  -0.126  8.925  5.304
H  -1.117  10.288  5.745
H  2.194  10.220  5.787
H  2.620  11.682  4.917
H  1.492  11.644  6.372
H  -2.461  12.195  1.627
H  -2.614  12.361  3.332
H  -2.114  10.775  2.725
H  0.285  13.686  4.713
C  -6.950  7.281  5.014
C  -7.616  7.036  3.638
C  -6.626  6.350  2.688
C  -6.422  4.857  2.838
C  -7.754  4.126  2.840
C  -8.876  4.795  3.737
N  -8.893  6.262  3.642
O  -9.944  6.843  4.256
C  -10.167  4.198  3.180
C  -8.696  4.383  5.225
C  -7.969  8.425  2.975
H  -6.487  6.350  5.341
H  -7.659  7.550  5.797
H  -6.197  8.064  5.111
H  -6.946  6.472  1.653
H  -5.656  6.814  2.867
H  -5.978  4.655  3.813
H  -5.660  4.547  2.123
H  -7.554  3.082  3.083
H  -8.073  4.049  1.800
H  -10.357  4.350  2.118
H  -10.066  3.113  3.159
H  -10.978  4.514  3.836
H  -8.284  3.375  5.279
H  -7.964  4.962  5.789
H  -9.660  4.520  5.715
H  -8.293  8.275  1.945
H  -7.075  9.049  2.932
H  -8.747  9.001  3.476
H  -10.330  7.342  3.532
C  -0.477  -7.150  -9.171
C  0.717  -7.691  -9.961
C  1.762  -8.280  -8.944
C  2.858  -9.192  -9.630
C  2.130  -10.277  -10.437
C  1.115  -9.795  -11.475
N  0.202  -8.763  -10.875
O  -0.665  -8.257  -11.828
C  1.742  -9.328  -12.829
C  0.234  -10.997  -11.811
C  1.424  -6.587  -10.725
H  -0.896  -7.863  -8.460
H  -1.203  -6.791  -9.901
H  -0.272  -6.190  -8.699
H  2.336  -7.467  -8.501
H  1.331  -8.860  -8.128
H  3.465  -9.628  -8.836
H  3.542  -8.621  -10.258
H  1.619  -10.907  -9.709
H  2.890  -10.885  -10.926
H  1.767  -8.240  -12.879
H  2.767  -9.659  -12.997
H  1.061  -9.592  -13.638
H  -0.545  -10.802  -12.548
H  0.837  -11.668  -12.423
H  -0.044  -11.628  -10.968
H  1.668  -5.715  -10.118
H  0.821  -6.240  -11.563
H  2.306  -6.968  -11.239
H  -1.502  -8.396  -11.379
C  3.186  -6.645  3.563
C  3.451  -5.175  3.082
C  4.373  -4.469  4.129
C  5.868  -4.888  3.991
C  6.302  -4.857  2.500
C  5.335  -5.616  1.533
N  3.994  -5.109  1.724
O  3.115  -5.670  0.730
C  5.843  -5.352  0.092
C  5.590  -7.122  1.829
C  2.149  -4.358  3.191
H  2.994  -7.401  2.801
H  2.233  -6.613  4.091
H  3.966  -6.989  4.241
H  4.278  -3.384  4.075
H  4.029  -4.721  5.132
H  6.061  -5.849  4.469
H  6.507  -4.159  4.489
H  7.312  -5.239  2.352
H  6.329  -3.820  2.164
H  5.803  -4.277  -0.082
H  6.882  -5.677  0.034
H  5.247  -5.891  -0.645
H  4.872  -7.783  1.343
H  6.639  -7.390  1.701
H  5.524  -7.420  2.875
H  1.230  -4.873  2.910
H  2.219  -3.534  2.481
H  2.097  -3.857  4.158
H  2.541  -4.943  0.476
C  1.233  -1.706  -3.567
O  1.554  -1.468  -2.204
C  2.564  -0.444  -2.000
C  2.534  0.007  -0.550
N  1.342  0.733  -0.311
C  1.413  1.304  1.002
C  0.075  2.098  1.241
O  -0.871  1.449  2.075
C  -1.507  0.252  1.592
H  1.013  -2.768  -3.674
H  2.078  -1.528  -4.232
H  0.458  -0.990  -3.841
H  2.464  0.462  -2.598
H  3.579  -0.822  -2.123
H  3.450  0.574  -0.385
H  2.551  -0.894  0.063
H  0.517  0.164  -0.436
H  2.266  1.980  1.056
H  1.452  0.527  1.766
H  -0.378  2.392  0.294
H  0.358  3.023  1.742
H  -2.323  -0.029  2.257
H  -0.853  -0.620  1.614
H  -1.787  0.268  0.539

Properties
energy above the lowest of the compared OMol25 structures with the same formula, charge and spin = 144.4 kcal per mole
total charge = 0
gap between HOMO and LUMO = 7.9 eV
total energy = -4800.95358 Ha
SMILES = CC1(C)CCCC(C)(C)N1O.CC1(C)CCCC(C)(C)N1O.CC1(C)CCCC(C)(C)N1O.CC1(C)CCCC(C)(C)N1O.CC1(C)CCCC(C)(C)N1O.CC1(C)CCCC(C)(C)N1O.CC1(C)CCCC(C)(C)N1O.CC1(C)CCCC(C)(C)N1O.CC1(C)CCCC(C)(C)N1O.COCCNCCOC



Record 2
# C24H26BF5N10O4S3Ti

A structure of composition C24H26BF5N10O4S3Ti (ωB97M-V/def2-TZVPD, the Open Molecules 2025 dataset).

Geometry (Å):
Ti  -0.930  1.297  0.207
C  -1.495  -1.294  -2.387
C  -0.239  -1.273  -1.588
C  0.856  -2.126  -1.700
C  1.706  -1.762  -0.674
N  1.151  -0.761  0.016
N  -0.039  -0.429  -0.565
B  1.699  0.010  1.251
N  0.551  0.069  2.312
C  0.597  -0.277  3.598
C  -0.635  -0.022  4.179
C  -1.423  0.508  3.172
C  -2.849  0.902  3.228
N  -0.687  0.571  2.038
N  1.986  1.477  0.809
C  3.088  2.230  0.768
C  2.783  3.444  0.178
C  1.435  3.378  -0.142
C  0.606  4.405  -0.831
N  0.949  2.182  0.246
N  2.858  -0.729  1.835
C  2.874  -2.035  2.222
C  4.036  -2.257  2.906
C  4.697  -1.006  2.911
C  6.016  -0.657  3.507
N  3.979  -0.097  2.279
H  -1.939  -2.287  -2.315
H  -2.227  -0.569  -2.038
H  -1.287  -1.102  -3.441
H  0.991  -2.920  -2.411
H  2.665  -2.156  -0.387
H  1.503  -0.682  4.015
H  -0.928  -0.206  5.196
H  -3.166  0.959  4.268
H  -3.040  1.863  2.759
H  -3.458  0.148  2.725
H  4.003  1.844  1.179
H  3.454  4.265  0.005
H  0.832  5.391  -0.427
H  0.850  4.424  -1.895
H  -0.462  4.235  -0.724
H  2.053  -2.696  1.998
H  4.373  -3.181  3.339
H  6.825  -1.178  2.995
H  6.190  0.413  3.426
H  6.058  -0.937  4.559
O  -3.299  3.207  -1.261
S  -3.216  2.510  -0.027
O  -4.296  2.522  0.889
O  -2.731  1.005  -0.261
O  -1.851  2.887  0.677
F  2.745  1.292  -5.121
C  1.452  1.367  -4.894
C  1.003  1.565  -3.586
F  1.892  1.676  -2.607
C  -0.340  1.642  -3.348
F  -0.724  1.880  -2.060
C  -1.311  1.511  -4.354
S  -2.983  1.471  -4.047
C  -0.815  1.339  -5.663
F  -1.651  1.219  -6.672
C  0.543  1.260  -5.937
F  0.974  1.079  -7.168
C  -4.548  -4.886  -0.083
N  -3.343  -4.362  0.520
C  -3.043  -3.063  0.654
N  -3.915  -2.176  0.140
S  -1.643  -2.560  1.427
H  -4.472  -5.969  -0.127
H  -4.664  -4.526  -1.107
H  -5.438  -4.630  0.496
H  -2.699  -4.986  0.973
H  -4.791  -2.445  -0.277
H  -3.695  -1.205  0.223

Properties
energy above the lowest of the compared OMol25 structures with the same formula, charge and spin = 22.1 kcal per mole
total charge = +1
gap between HOMO and LUMO (alpha / beta) = 6.2 / 5.7 eV
total energy = -4346.89721 Ha
multiplicity = 2
<S²> = 0.775



Record 3
# C24H27FeN8O6PTe

A structure of composition C24H27FeN8O6PTe in a non-equilibrium geometry (ωB97M-V/def2-TZVPD, the Open Molecules 2025 dataset).

Geometry (Å):
Fe  -11.501  8.705  12.510
C  -15.874  15.419  17.591
C  -15.369  14.403  16.611
C  -13.920  14.221  16.582
C  -13.308  13.194  15.872
C  -11.852  12.962  15.660
C  -14.194  12.310  15.223
Te  -13.248  10.478  14.144
C  -15.585  12.614  15.044
C  -16.392  11.859  14.027
C  -16.186  13.630  15.811
H  -15.343  16.378  17.488
H  -15.549  15.125  18.597
H  -16.959  15.598  17.668
H  -13.354  15.029  17.019
H  -11.316  13.684  16.213
H  -11.592  13.007  14.517
H  -11.569  11.951  16.021
H  -16.651  10.943  14.483
H  -15.710  11.662  13.149
H  -17.275  12.496  13.811
H  -17.243  13.792  15.609
C  -20.300  6.180  10.616
N  -18.858  6.425  10.320
C  -18.054  5.483  11.221
N  -18.265  5.811  12.603
C  -19.716  5.673  12.893
N  -20.572  6.486  12.011
C  -20.548  7.935  12.300
P  -18.802  8.616  12.165
C  -18.441  7.867  10.452
C  -17.818  7.153  12.886
H  -20.505  5.155  10.356
H  -21.004  6.815  10.049
H  -18.754  6.155  9.342
H  -16.974  5.647  10.996
H  -18.295  4.468  10.988
H  -19.880  6.065  13.897
H  -19.958  4.602  12.857
H  -20.945  8.195  13.324
H  -21.162  8.481  11.647
H  -17.357  7.937  10.217
H  -18.996  8.405  9.657
H  -17.826  7.311  14.003
H  -16.760  7.318  12.598
N  -9.456  8.839  12.557
C  -8.309  8.509  12.421
N  -7.161  8.123  12.136
C  -6.021  7.889  12.687
N  -4.914  7.640  13.060
O  -12.410  8.071  10.732
C  -12.466  6.934  11.300
O  -12.106  6.779  12.543
C  -12.994  5.732  10.626
C  -13.109  5.742  9.294
C  -13.511  4.513  8.817
C  -13.958  3.396  9.472
C  -13.838  3.464  10.860
C  -13.305  4.620  11.452
N  -14.046  2.281  11.719
O  -14.149  1.180  11.157
O  -14.209  2.465  12.948
N  -13.307  4.314  7.446
O  -13.759  3.228  7.043
O  -12.611  5.129  6.812
H  -12.732  6.518  8.591
H  -14.392  2.518  9.011
H  -13.176  4.648  12.537

Properties
energy above the lowest of the compared OMol25 structures with the same formula, charge and spin = 58.9 kcal per mole
total charge = 0
gap between HOMO and LUMO (alpha / beta) = 4.4 / 4.5 eV
total energy = -3692.94866 Ha
multiplicity = 5
<S²> = 6.010



Record 4
# C5H8N2

The molecule C5H8N2 (ωB97M-V/def2-TZVPD, the Open Molecules 2025 dataset).

Geometry (Å):
C  -1.334  -1.261  0.443
N  -0.138  -0.588  -0.017
C  1.141  -1.085  0.067
C  2.025  -0.050  -0.080
C  1.255  1.135  -0.240
C  -0.068  0.768  -0.237
N  -1.255  1.467  -0.553
H  -2.065  -1.458  -0.350
H  -1.032  -2.205  0.893
H  -1.788  -0.662  1.243
H  1.318  -2.149  0.136
H  3.104  -0.133  -0.074
H  1.623  2.150  -0.308
H  -1.726  1.837  0.263
H  -1.060  2.234  -1.187

Properties
energy above the lowest of the compared OMol25 structures with the same formula, charge and spin = 11.5 kcal per mole
total charge = 0
gap between HOMO and LUMO = 8.7 eV
total energy = -304.81716 Ha
SMILES = Cn1cccc1N



- Which formula does entry 3 have?
  C24H27FeN8O6PTe



- Which value of total energy does entry 2 give?
  -4346.89721 Ha